[1]
Below is a single H4NPS molecule, with properties calculated with ωB97M-V/def2-TZVPD.

Each line ends with the natural charge from an NBO analysis.
Positions of all 7 atoms, in Å:
N (1.293031, 0.562710, 0.268532)  -1.070
S (0.608189, -0.949082, 0.128354)  0.144
P (-1.582542, -0.113498, 0.318368)  0.166
H (1.848568, 0.830009, 1.107558)  0.410
H (1.282625, 1.036109, -0.704610)  0.401
H (-1.492338, 0.050014, -1.134550)  -0.017
H (-1.957532, -1.416260, 0.016350)  -0.033

Force components x, y, z for each atom (eV/Å):
N 0.6 1.1 -1.9
S -1.9 0.8 0.9
P 2.2 -1.0 -1.5
H -0.7 -0.1 -1.6
H 0.8 -0.5 3.0
H -0.3 0.4 0.9
H -0.8 -0.6 0.2

Summary:
frontier orbital gap	8.89	eV
HOMO	-8.503	eV
energy relative to the best compared isomer or geometry (same formula, charge and spin)	1.512	eV
calculated total energy	-796.6333	Ha
LUMO level	0.389	eV
charge	0
maximum force	3.16	eV/A
SMILES	NSP

***

[2]
Below is C8H32B2O4Pd as an isolated structure, with properties calculated with ωB97M-V/def2-TZVPD.

Each line ends with the Löwdin spin population.
Positions of all 47 atoms, in Å:
Pd (-0.493164, 0.603026, 0.202727)  0.832
B (0.466426, -2.936194, -0.892663)  0.302
H (0.460226, -3.938714, -1.291593)  0.016
H (-0.109924, -2.882194, 0.017907)  0.165
H (1.425826, -2.492954, -0.675113)  0.016
H (-0.051044, -2.257664, -1.553023)  0.129
B (-1.843744, 4.159696, 0.397287)  0.261
H (-2.289364, 3.520296, 1.143497)  0.106
H (-2.134894, 5.195836, 0.473947)  0.030
H (-0.770214, 4.068056, 0.455467)  0.023
H (-2.145204, 3.727896, -0.544473)  0.121
C (-0.737774, -2.614434, 6.247767)  0.000
C (-1.728524, -1.947534, 5.240337)  0.000
O (-1.073194, -0.846774, 4.627617)  0.000
H (-1.086114, -3.467264, 6.830387)  0.000
H (-0.333604, -1.862384, 6.925387)  0.000
H (0.195706, -3.025494, 5.863377)  0.000
H (-2.633564, -1.693244, 5.792027)  0.000
H (-2.075894, -2.626214, 4.461347)  0.000
H (-0.830684, -0.322814, 5.394597)  0.000
C (-4.943984, -0.128724, -3.479583)  0.000
C (-5.474104, 0.259946, -2.134053)  0.000
O (-4.664844, -0.406974, -1.152523)  0.000
H (-4.655164, -1.179594, -3.498333)  0.000
H (-4.040664, 0.449556, -3.673803)  0.000
H (-5.684374, -0.135914, -4.279493)  0.000
H (-6.514224, -0.058224, -2.063233)  0.000
H (-5.591044, 1.337866, -2.022213)  0.000
H (-5.014764, -1.297744, -1.077043)  0.000
C (2.137956, 0.848956, -6.061623)  0.000
C (2.641766, 1.241436, -4.672723)  0.000
O (1.560696, 1.598406, -3.883653)  0.000
H (1.756006, 1.726466, -6.583353)  0.000
H (1.359346, 0.088776, -5.998313)  0.000
H (2.887996, 0.451426, -6.745373)  0.000
H (3.312616, 2.100526, -4.666043)  0.000
H (3.046976, 0.366256, -4.164823)  0.000
H (1.358756, 2.495506, -4.159363)  0.000
C (5.712956, -0.088234, 2.154177)  0.000
C (4.376106, 0.068546, 2.720637)  0.000
O (3.650526, 0.963066, 1.889877)  0.000
H (6.145456, 0.911976, 2.129297)  0.000
H (5.620926, -0.520484, 1.157777)  0.000
H (6.295886, -0.715374, 2.828707)  0.000
H (4.400686, 0.438456, 3.745647)  0.000
H (3.885026, -0.900384, 2.810897)  0.000
H (4.222216, 1.723556, 1.761737)  0.000

Force components x, y, z for each atom (eV/Å):
Pd -0.1 0.1 -0.1
B 3.2 -1.5 -1.2
H 0.2 -3.5 -1.2
H -3.7 1.0 4.0
H 3.7 1.2 0.9
H -3.5 3.3 -2.2
B 1.5 1.6 0.6
H -2.0 -3.6 2.7
H -1.0 3.8 -0.4
H 4.2 -0.2 1.0
H -2.6 -2.1 -4.0
C 0.4 -0.2 -0.2
C 0.9 -1.4 0.6
O -0.6 -0.1 0.3
H -0.7 0.3 0.1
H -0.5 0.2 0.4
H -0.1 0.1 -1.0
H 0.0 0.5 0.1
H 0.4 0.0 -0.1
H 0.3 0.6 -0.2
C 0.3 -0.4 -0.7
C -0.9 -1.0 -0.3
O -0.3 1.0 0.4
H 0.2 -0.1 0.4
H -0.1 0.0 -0.5
H 0.0 0.9 -0.1
H -0.2 -0.4 0.2
H 0.9 0.0 0.5
H 0.1 0.0 0.0
C 0.4 0.2 -0.4
C 0.2 -1.0 -0.7
O -1.3 0.8 0.9
H -0.3 0.1 0.1
H -0.1 0.2 0.2
H 0.4 -0.1 0.3
H 0.6 -0.4 -0.4
H 0.6 0.1 -0.2
H -0.5 0.1 0.3
C 1.0 -0.3 0.2
C -1.1 0.1 0.6
O -0.8 -0.2 0.1
H 0.5 -0.1 -0.3
H 0.4 0.1 0.0
H 0.4 -0.1 -0.3
H 0.1 0.3 0.2
H -0.5 0.1 -0.5
H -0.1 0.2 -0.1

Summary:
frontier orbital gap (spin up / spin down)	8.37 / 2.40	eV
HOMO (spin up / spin down)	-10.403 / -7.984	eV
energy relative to the best compared isomer or geometry (same formula, charge and spin)	6.808	eV
calculated total energy	-801.9397	Ha
LUMO level (spin up / spin down)	-2.037 / -5.587	eV
charge	0
maximum force	5.50	eV/A
spin multiplicity	3

***

[3]
Below is a single C2H2IN4O2P molecule, with properties calculated with ωB97M-V/def2-TZVPD.

Each line ends with the natural charge from an NBO analysis.
Positions of all 12 atoms, in Å:
O (-1.609185, -1.980245, 0.855771)  -0.989
P (-0.048900, -2.057395, 0.448685)  1.338
O (0.597212, -1.795999, 1.931978)  -0.965
C (0.082153, -0.306338, -0.180037)  -0.008
N (-1.029882, 0.311217, -0.568731)  -0.220
N (-0.925691, 1.539689, -1.034292)  -0.200
C (0.298926, 2.046821, -1.067972)  0.181
I (0.480108, 4.006681, -1.759599)  0.213
N (1.427145, 1.433057, -0.719953)  -0.198
N (1.310635, 0.206633, -0.263638)  -0.168
H (-2.067770, -1.237344, 0.436079)  0.517
H (1.485251, -2.166779, 1.921709)  0.497

Force components x, y, z for each atom (eV/Å):
O -0.2 -0.2 -0.2
P 0.0 0.1 0.3
O 0.1 0.0 -0.3
C -0.1 -0.1 -0.1
N 0.2 0.3 0.0
N 0.0 -0.3 0.1
C 0.0 0.4 -0.2
I 0.0 -0.2 0.1
N 0.0 -0.3 0.2
N 0.0 0.3 -0.2
H -0.1 0.1 0.1
H 0.2 -0.1 0.3

Summary:
frontier orbital gap	8.26	eV
HOMO	-9.674	eV
calculated total energy	-1085.9245	Ha
LUMO level	-1.412	eV
charge	0
maximum force	0.41	eV/A
SMILES	OP(O)c1nnc(I)nn1

***

[4]
Below is an isolated ion of composition C2H7N2O and charge -1, with properties calculated with ωB97M-V/def2-TZVPD.

Each line ends with the natural charge from an NBO analysis.
Positions of all 12 atoms, in Å:
C (0.157544, -1.114619, -0.497533)  -0.449
N (-0.366594, 0.277999, -0.494379)  -0.341
C (0.398492, 1.302078, 0.176799)  -0.421
N (-1.743685, 0.423603, -0.143316)  -0.287
O (-1.984384, -0.049164, 1.363568)  -0.883
H (-0.104348, -1.616745, -1.424976)  0.168
H (1.247802, -1.092146, -0.529425)  0.169
H (-0.261862, -1.678282, 0.498063)  0.214
H (0.547505, 1.111801, 1.259397)  0.166
H (1.378928, 1.512671, -0.173113)  0.159
H (-0.255347, 2.138345, 0.195942)  0.216
H (-2.205781, -0.174865, -0.847678)  0.288

Force components x, y, z for each atom (eV/Å):
C -1.0 0.3 2.6
N 0.3 -0.6 -0.9
C -0.7 -1.2 1.9
N 0.2 -0.6 2.3
O 0.4 0.4 -3.5
H -0.6 -0.2 0.0
H 0.1 0.1 0.4
H 1.0 1.1 -2.3
H -0.1 -0.4 -0.1
H 0.8 0.1 -1.1
H -0.3 1.1 -0.4
H -0.1 -0.2 1.0

Summary:
frontier orbital gap	6.29	eV
HOMO	-1.856	eV
energy relative to the best compared isomer or geometry (same formula, charge and spin)	4.025	eV
calculated total energy	-265.0124	Ha
LUMO level	4.431	eV
charge	-1
maximum force	3.50	eV/A
SMILES	CN(C)N[O-]

***

[5]
Below is a 3-piece molecular cluster, C4H16N2O2 overall, with properties calculated with ωB97M-V/def2-TZVPD.

Each line ends with the natural charge from an NBO analysis.
Positions of all 24 atoms, in Å:
N (1.943015, 1.720809, -0.069800)  -0.825
C (1.265897, 0.713557, -0.920864)  -0.221
C (-0.067454, 0.215461, -0.472052)  -0.427
C (-0.012849, -0.772853, 0.710567)  -0.417
C (-1.314051, -0.705034, 1.571445)  -0.206
N (-1.261696, 0.148531, 2.754668)  -0.853
H (1.927013, 1.386302, 0.894250)  0.335
H (2.926383, 1.778052, -0.282401)  0.356
H (1.184069, 1.267311, -1.855975)  0.206
H (1.940634, -0.131595, -1.089274)  0.147
H (-0.801681, 0.992972, -0.292923)  0.221
H (-0.597653, -0.429889, -1.202836)  0.213
H (0.838083, -0.334418, 1.276186)  0.182
H (0.128913, -1.830477, 0.522547)  0.196
H (-2.100448, -0.370466, 0.884688)  0.174
H (-1.432113, -1.739848, 1.903982)  0.189
H (-0.906206, -0.301786, 3.588942)  0.362
H (-0.784582, 1.025460, 2.641759)  0.357
O (-1.561412, 2.280626, -1.703802)  -0.922
H (-2.154618, 1.882133, -2.352561)  0.468
H (-2.152472, 2.327662, -0.942870)  0.464
O (1.003539, -3.084691, -2.182299)  -0.962
H (1.324842, -2.276724, -1.779674)  0.482
H (0.664858, -3.761086, -1.601693)  0.480

Force components x, y, z for each atom (eV/Å):
N -0.9 -0.6 1.3
C 1.1 0.9 -1.1
C -1.3 -2.2 0.1
C 0.3 2.1 1.4
C 1.5 0.0 0.0
N -0.6 -0.2 0.2
H 0.0 0.2 0.0
H 0.2 0.0 -0.4
H -0.3 -0.5 -0.4
H 0.0 -0.3 -0.1
H 0.5 0.1 0.4
H 0.6 0.8 -0.7
H -0.4 -1.1 0.5
H 0.6 0.0 -0.7
H -0.3 -0.3 0.4
H -0.8 0.3 0.1
H 0.0 -0.1 -0.3
H 0.1 0.2 -0.3
O -0.9 0.2 -0.3
H 0.3 0.0 -0.3
H 0.2 0.3 0.2
O 0.1 0.0 -1.5
H -0.2 -0.3 0.7
H 0.1 0.4 0.7

Summary:
frontier orbital gap	9.72	eV
HOMO	-9.001	eV
energy relative to the best compared isomer or geometry (same formula, charge and spin)	1.475	eV
calculated total energy	-421.9372	Ha
LUMO level	0.719	eV
charge	0
maximum force	2.57	eV/A
SMILES	NCCCCN.O.O

***

[6]
Below is C50H42Cl5N4O2P2SnTe as an isolated structure, with properties calculated with ωB97M-V/def2-TZVPD.

Each line ends with the Mulliken charge.
Positions of all 107 atoms, in Å:
Sn (0.746622, 0.787946, 0.091151)  2.003
C (-3.312028, -3.102702, -1.775158)  -0.498
C (-2.634289, -2.223035, -2.815985)  -1.578
P (-1.467413, -0.926204, -2.118999)  1.260
C (-2.467586, 0.572990, -2.401720)  0.412
C (-3.848455, 0.571095, -2.236574)  -0.604
C (-4.580469, 1.728130, -2.428889)  -0.724
C (-3.938325, 2.908758, -2.757187)  -0.884
C (-2.558930, 2.929262, -2.877330)  -0.647
C (-1.826135, 1.773052, -2.691685)  -0.811
C (-0.403811, -0.965295, -3.616352)  0.804
C (-0.665618, -0.302196, -4.807588)  -0.409
C (0.106619, -0.564168, -5.924461)  -0.705
C (1.128466, -1.496804, -5.867747)  -0.773
C (1.410016, -2.145436, -4.677543)  -0.407
C (0.646829, -1.876246, -3.557712)  -0.519
C (-2.289999, -3.884987, -0.957286)  -1.546
P (-1.519528, -2.834985, 0.377803)  2.139
C (-3.070259, -2.685323, 1.359839)  0.388
C (-3.641387, -3.751470, 2.045327)  -0.855
C (-4.848010, -3.592632, 2.702021)  -0.721
C (-5.504629, -2.372229, 2.669370)  -0.756
C (-4.944731, -1.306142, 1.985966)  -0.804
C (-3.730913, -1.462821, 1.339822)  -0.247
C (-0.689292, -4.143923, 1.356541)  0.035
C (-0.425540, -3.847664, 2.691230)  -0.080
C (0.290152, -4.726518, 3.476810)  -0.715
C (0.787733, -5.898880, 2.930896)  -0.625
C (0.543819, -6.191699, 1.600884)  -0.700
C (-0.190704, -5.322125, 0.813343)  -0.659
H (-3.968576, -3.810003, -2.295362)  0.465
H (-3.945497, -2.508479, -1.109550)  0.050
H (-3.376701, -1.714017, -3.436306)  0.674
H (-2.029726, -2.863582, -3.465361)  0.602
H (-4.359109, -0.338471, -1.954837)  0.241
H (-5.656094, 1.707415, -2.322156)  0.430
H (-4.508079, 3.817184, -2.894282)  0.402
H (-2.053981, 3.847295, -3.121726)  0.494
H (-0.749366, 1.790827, -2.796585)  0.694
H (-1.471364, 0.414779, -4.869095)  0.437
H (-0.100800, -0.044858, -6.849492)  0.422
H (1.708998, -1.711338, -6.752487)  0.384
H (2.218463, -2.860687, -4.621727)  0.453
H (0.851267, -2.373334, -2.618980)  0.219
H (-1.490973, -4.235026, -1.616777)  0.561
H (-2.763399, -4.745996, -0.475053)  0.575
H (-3.143159, -4.711654, 2.062899)  0.390
H (-5.281249, -4.429200, 3.235446)  0.403
H (-6.452118, -2.260818, 3.178584)  0.370
H (-5.453134, -0.352619, 1.957535)  0.522
H (-3.287695, -0.632199, 0.808851)  0.535
H (-0.784524, -2.912209, 3.099270)  0.229
H (0.480874, -4.481723, 4.510535)  0.427
H (1.371895, -6.573103, 3.541057)  0.364
H (0.945058, -7.096178, 1.167563)  0.403
H (-0.366718, -5.561117, -0.226614)  0.284
O (-1.782498, 2.170046, 1.343451)  -0.452
C (-1.401417, 2.370657, 2.688489)  -0.174
C (-2.032012, 1.286682, 3.554530)  -1.447
C (-1.399829, -0.079624, 3.280372)  1.500
C (0.005607, -0.227655, 3.782496)  0.049
C (0.291968, -0.244231, 5.144548)  -1.044
C (1.606021, -0.388706, 5.552837)  -0.802
C (2.591006, -0.534883, 4.589882)  -1.393
C (2.201101, -0.555703, 3.263490)  -0.547
N (0.952703, -0.382192, 2.867964)  1.176
H (-1.360993, 2.864737, 0.817099)  -0.006
H (-1.739011, 3.361048, 3.022623)  0.488
H (-0.308498, 2.334224, 2.787260)  0.133
H (-3.096257, 1.230463, 3.313056)  0.406
H (-1.932752, 1.562786, 4.606177)  0.447
H (-1.391606, -0.235152, 2.200349)  -1.213
H (-2.023088, -0.852126, 3.739640)  0.614
H (-0.512511, -0.160353, 5.862082)  0.522
H (1.858868, -0.379664, 6.603138)  0.441
H (3.631778, -0.644002, 4.856785)  0.523
H (2.934558, -0.686573, 2.483407)  0.714
Cl (1.820776, -2.316153, 0.627288)  0.202
C (2.758092, -1.647817, -0.641661)  0.526
C (2.382623, -0.422128, -1.180368)  -1.942
C (3.102278, -0.023163, -2.297408)  0.931
Cl (2.670866, 1.425309, -3.103192)  -0.218
C (4.127261, -0.780766, -2.856258)  -0.013
Cl (4.938006, -0.265996, -4.285971)  -0.201
C (4.501719, -1.973816, -2.254632)  0.368
Cl (5.752431, -2.943850, -2.923633)  -0.220
C (3.821164, -2.400373, -1.122914)  -0.111
Cl (4.276112, -3.877320, -0.358140)  -0.220
O (2.422339, 1.641823, 1.394647)  -0.298
N (3.647605, 1.249878, 1.575670)  -0.501
C (4.403848, 1.984370, 2.349845)  0.757
C (5.740605, 1.607712, 2.573695)  0.094
N (6.837739, 1.345927, 2.796853)  -0.568
C (3.984108, 3.124954, 3.075536)  -0.021
N (3.615236, 4.014651, 3.702737)  -0.560
Te (1.282264, 3.525552, -0.271717)  -0.573
C (0.131797, 4.682525, -1.660601)  -0.039
C (0.414658, 4.668688, -3.017834)  -0.016
C (-0.271791, 5.484969, -3.899112)  -0.655
C (-1.256480, 6.342134, -3.432826)  -0.425
C (-1.519692, 6.393686, -2.072925)  -0.628
C (-0.830295, 5.569897, -1.203356)  -0.204
H (1.180573, 4.002142, -3.389402)  0.305
H (-0.032066, 5.455727, -4.955314)  0.356
H (-1.814162, 6.959681, -4.126587)  0.363
H (-2.259281, 7.085202, -1.690110)  0.357
H (-1.036213, 5.615550, -0.142745)  0.417

Force components x, y, z for each atom (eV/Å):
Sn 0.2 -1.0 -0.2
C 0.0 -0.1 -0.1
C -0.1 0.0 0.2
P -0.1 0.1 -0.9
C 0.1 -0.1 0.2
C 0.1 -0.1 0.0
C -0.2 0.1 0.0
C -0.1 0.0 0.1
C 0.0 0.1 0.0
C -0.1 -0.1 0.0
C 0.0 0.1 0.2
C 0.1 0.0 0.0
C 0.0 0.0 -0.2
C 0.1 0.0 -0.1
C 0.0 -0.1 -0.1
C -0.1 0.1 0.0
C 0.1 0.1 0.2
P -0.3 -0.5 0.5
C 0.2 0.0 -0.1
C -0.1 0.0 0.0
C -0.1 -0.2 0.1
C -0.1 0.0 0.1
C -0.2 0.1 0.0
C 0.0 0.0 -0.1
C -0.1 0.2 -0.2
C 0.0 0.0 -0.1
C 0.1 0.1 0.1
C 0.0 -0.1 0.0
C 0.2 -0.2 0.0
C -0.1 0.1 0.0
H 0.0 0.1 0.1
H -0.1 -0.1 -0.1
H 0.1 -0.1 -0.1
H 0.0 0.1 0.0
H -0.1 -0.1 0.0
H -0.1 0.0 0.1
H 0.0 0.1 0.0
H 0.0 0.1 0.0
H 0.2 0.1 0.0
H -0.1 0.0 0.0
H 0.0 0.0 -0.1
H 0.1 0.0 -0.1
H 0.1 0.0 0.0
H 0.1 -0.1 0.1
H 0.0 -0.1 0.0
H 0.1 0.0 -0.1
H 0.1 0.0 0.0
H 0.0 0.0 0.0
H 0.0 0.1 0.0
H 0.0 0.1 0.0
H 0.1 0.2 0.0
H 0.0 0.1 0.1
H 0.0 0.0 0.1
H 0.0 -0.1 0.0
H 0.0 -0.1 0.0
H 0.0 0.0 0.0
O -0.4 0.0 -0.1
C 0.0 0.2 0.4
C 0.2 0.1 -0.4
C -0.3 0.1 0.0
C -0.2 0.0 0.1
C 0.1 0.0 0.0
C -0.1 0.1 0.0
C 0.0 -0.1 0.1
C 0.5 0.0 0.3
N -0.2 -0.1 -0.1
H 0.1 -0.1 -0.1
H 0.1 -0.1 0.1
H 0.0 0.1 0.0
H 0.0 0.1 0.1
H 0.0 0.0 0.0
H 0.0 -0.1 0.0
H 0.0 -0.1 -0.1
H 0.0 0.1 0.1
H 0.0 0.0 0.1
H 0.1 0.0 0.0
H 0.1 -0.1 0.0
Cl -0.2 -0.3 0.4
C 0.2 0.4 -0.5
C 0.2 0.2 0.3
C 0.0 -0.3 0.2
Cl -0.3 0.5 -0.3
C 0.1 0.0 0.0
Cl 0.1 0.0 -0.1
C -0.1 0.0 0.0
Cl 0.1 0.0 -0.1
C 0.0 -0.2 -0.1
Cl 0.0 -0.1 0.0
O 0.7 -0.1 0.5
N -0.3 0.1 -0.6
C -0.8 -0.1 -0.3
C 0.9 -0.6 -0.1
N 0.1 0.0 0.0
C -0.8 0.6 0.2
N 0.1 0.1 0.0
Te 0.1 1.3 -0.2
C 0.3 -0.4 0.2
C 0.2 -0.2 -0.2
C 0.0 0.1 -0.2
C -0.1 0.1 -0.1
C -0.1 0.2 -0.1
C -0.1 0.0 0.4
H 0.1 0.0 -0.1
H 0.0 0.0 0.0
H 0.0 0.1 0.0
H -0.1 0.0 0.0
H -0.1 0.0 0.1

Summary:
frontier orbital gap	6.56	eV
HOMO	-4.358	eV
energy relative to the best compared isomer or geometry (same formula, charge and spin)	1.436	eV
calculated total energy	-5766.0359	Ha
LUMO level	2.205	eV
charge	-1
maximum force	1.32	eV/A